1.
Computed, not measured: an isolated molecule of C5H7N in a non-equilibrium geometry, with ωB97M-V/def2-TZVPD.

XYZ file:
```
13
Properties=species:S:1:pos:R:3:forces:R:3:lowdin_charge:R:1
C 2.080 -0.352 0.252 -2.241 -2.333 3.692 -0.17
N 1.701 0.336 -0.663 -3.601 3.748 -3.748 0.02
C 0.069 0.995 -0.564 3.586 -1.988 1.489 -0.16
C -0.790 0.659 0.642 0.662 -1.837 -2.344 -0.07
C -1.020 -0.855 0.303 0.151 1.165 -0.202 -0.10
C -1.044 0.100 -0.822 -0.742 0.858 -0.335 -0.17
H 2.933 -0.966 0.160 1.417 -0.343 0.167 0.05
H 1.327 -0.576 1.081 1.395 0.311 -0.145 0.07
H 0.228 1.983 -0.980 -0.584 -0.103 0.068 0.12
H -1.397 1.266 1.262 -0.462 0.468 0.205 0.10
H -0.227 -1.587 0.364 0.068 0.086 0.177 0.08
H -2.006 -1.243 0.519 -0.063 -0.106 0.295 0.10
H -1.854 0.241 -1.555 0.415 0.075 0.679 0.13
```
Forces are in eV/Å.

Computed properties:
Structure (SMILES): C=N[C@@H]1[C@@H]2C[C@@H]21
Relative energy (zero: lowest compared OMol25 entry of this formula, charge and spin) in kJ/mol: 419.11
Calculated total energy in hartree: -249.31361

=====

2.
Computed, not measured: an isolated molecule of C5H7N, with ωB97M-V/def2-TZVPD.

XYZ file:
```
13
Properties=species:S:1:pos:R:3:forces:R:3:lowdin_charge:R:1
C -1.891 -0.832 0.709 -0.073 0.049 -0.133 -0.09
C -0.734 -0.275 -0.070 0.195 0.147 0.220 -0.15
N -0.201 0.910 0.157 -0.150 -0.192 0.002 -0.03
C 1.026 1.364 -0.245 0.042 -0.143 -0.151 -0.19
C 1.958 0.408 -0.700 0.241 -0.165 -0.097 -0.21
C 2.733 -0.475 -1.017 -0.210 0.418 0.133 0.08
H -2.395 -0.108 1.367 0.362 0.001 -0.205 0.07
H -2.663 -1.210 0.029 0.127 -0.054 0.063 0.07
H -1.573 -1.677 1.341 -0.068 0.234 -0.168 0.08
H -0.177 -0.873 -0.791 -0.242 -0.037 0.338 0.11
H -0.738 1.546 0.744 0.096 -0.101 -0.184 0.16
H 1.177 2.438 -0.307 -0.030 -0.375 0.181 0.09
H 3.479 -1.217 -1.218 -0.291 0.219 -0.001 0.01
```
Forces are in eV/Å.

Computed properties:
Relative energy (zero: lowest compared OMol25 entry of this formula, charge and spin) in kJ/mol: 364.39
Calculated total energy in hartree: -249.33445

=====

3.
Computed, not measured: an isolated molecule of C5H7N, with ωB97M-V/def2-TZVPD.

XYZ file:
```
13
Properties=species:S:1:pos:R:3:forces:R:3:lowdin_charge:R:1
C -1.128 0.438 -1.437 -0.271 0.020 -0.074 -0.07
C -0.671 0.219 -0.034 0.270 0.042 -0.377 -0.31
C -0.299 1.304 0.720 0.340 -0.346 -0.134 -0.05
C 0.913 0.831 1.231 0.334 0.051 0.074 -0.14
N 1.311 -0.416 0.821 -0.211 0.032 0.385 0.00
C 0.080 -1.057 0.310 -0.011 0.132 -0.087 -0.13
H -1.219 1.518 -1.570 -0.227 -0.191 -0.102 0.07
H -2.042 -0.070 -1.753 0.019 -0.047 0.053 0.08
H -0.304 0.087 -2.083 -0.275 0.017 0.071 0.09
H 1.632 1.423 1.792 -0.019 -0.207 0.198 0.10
H 2.007 -0.924 1.349 -0.090 0.029 0.067 0.13
H -0.369 -1.650 1.126 0.022 0.161 -0.300 0.13
H 0.234 -1.713 -0.557 0.118 0.308 0.227 0.12
```
Forces are in eV/Å.

Computed properties:
Structure (SMILES): CC1=C=CNC1
Relative energy (zero: lowest compared OMol25 entry of this formula, charge and spin) in kJ/mol: 365.40
Calculated total energy in hartree: -249.33407

=====

4.
Computed, not measured: an isolated molecule of C5H7N, with ωB97M-V/def2-TZVPD.

XYZ file:
```
13
Properties=species:S:1:pos:R:3:forces:R:3:lowdin_charge:R:1
C -1.718 -0.388 -0.478 -0.122 -0.099 -0.131 -0.03
N -0.697 -0.406 0.557 0.367 -0.030 -0.136 -0.04
C -0.248 0.658 1.474 -0.004 0.200 0.222 -0.02
C 0.552 0.002 0.438 -0.435 -0.069 0.072 -0.24
C 1.676 0.026 -0.348 -0.054 -0.027 -0.228 -0.24
C 1.910 -0.978 -1.302 -0.110 0.460 0.100 0.03
H -1.328 -0.942 -1.334 -0.090 0.039 0.107 0.09
H -1.940 0.645 -0.782 0.099 -0.171 0.082 0.09
H -2.631 -0.856 -0.106 0.131 0.044 -0.062 0.08
H -0.528 1.698 1.288 -0.081 -0.182 -0.058 0.11
H -0.196 0.362 2.519 0.027 0.071 -0.186 0.11
H 2.280 0.901 -0.117 0.528 -0.116 0.079 0.08
H 2.867 -0.724 -1.811 -0.255 -0.120 0.139 -0.03
```
Forces are in eV/Å.

Computed properties:
Relative energy (zero: lowest compared OMol25 entry of this formula, charge and spin) in kJ/mol: 537.93
Calculated total energy in hartree: -249.26835

=====

5.
Computed, not measured: an isolated molecule of C5H7N, with ωB97M-V/def2-TZVPD.

XYZ file:
```
13
Properties=species:S:1:pos:R:3:forces:R:3:lowdin_charge:R:1
C 2.666 -0.574 0.529 -0.447 0.233 -0.066 0.12
C 1.638 0.039 0.400 0.457 -0.263 0.074 -0.12
C 0.421 0.839 0.253 0.047 0.117 0.008 -0.16
N -0.760 0.044 -0.160 -0.098 -0.066 -0.108 -0.31
C -0.672 -0.589 -1.324 -0.059 0.054 -0.005 -0.02
C -1.826 0.083 0.644 0.014 -0.125 0.040 -0.03
H 3.570 -1.133 0.632 -0.174 0.112 -0.005 0.03
H 0.172 1.356 1.182 0.026 -0.137 -0.121 0.12
H 0.573 1.603 -0.517 -0.020 -0.103 0.109 0.13
H -1.442 -1.308 -1.564 0.060 0.161 -0.055 0.06
H 0.096 -0.303 -2.026 0.008 -0.079 0.167 0.06
H -1.691 0.274 1.699 0.057 0.135 -0.170 0.05
H -2.745 -0.333 0.253 0.131 -0.038 0.131 0.06
```
Forces are in eV/Å.

Computed properties:
Relative energy (zero: lowest compared OMol25 entry of this formula, charge and spin) in kJ/mol: 435.33
Calculated total energy in hartree: -249.30743

=====

6.
Computed, not measured: an isolated molecule of C5H7N in a non-equilibrium geometry, with ωB97M-V/def2-TZVPD.

XYZ file:
```
13
Properties=species:S:1:pos:R:3:forces:R:3:lowdin_charge:R:1
C -0.257 -0.313 -1.876 0.082 -0.069 -0.184 -0.06
C 0.060 -0.193 -0.420 0.168 0.074 -0.078 -0.31
C -0.535 -0.928 0.630 -0.087 0.166 -0.093 -0.06
C -0.183 -0.314 1.823 -0.096 0.600 -0.421 -0.16
N 0.704 0.685 1.503 0.058 0.249 -0.108 -0.02
C 0.826 0.800 0.164 0.158 0.019 -0.214 -0.09
H -1.226 -0.801 -2.024 0.213 0.040 0.030 0.07
H -0.330 0.689 -2.316 0.065 -0.202 -0.030 0.08
H 0.500 -0.876 -2.426 -0.061 0.009 -0.069 0.07
H -1.163 -1.806 0.505 -0.185 0.482 0.090 0.10
H -0.879 0.173 2.477 -0.463 -1.393 1.586 0.11
H 1.124 1.249 2.222 -0.080 0.260 -0.341 0.14
H 1.358 1.635 -0.262 0.229 -0.235 -0.168 0.12
```
Forces are in eV/Å.

Computed properties:
Structure (SMILES): Cc1cc[nH]c1
Relative energy (zero: lowest compared OMol25 entry of this formula, charge and spin) in kJ/mol: 112.06
Calculated total energy in hartree: -249.43056

=====

7.
Computed, not measured: an isolated molecule of C5H7N in a non-equilibrium geometry, with ωB97M-V/def2-TZVPD.

XYZ file:
```
13
Properties=species:S:1:pos:R:3:forces:R:3:lowdin_charge:R:1
C 1.335 0.540 0.054 -0.018 0.054 0.001 -0.07
C 0.286 -0.435 -0.481 0.006 -0.042 -0.103 -0.46
C -0.600 -1.107 0.640 -0.066 -0.016 0.200 -0.05
C -0.883 0.077 -1.206 0.155 0.098 0.124 0.07
C -1.392 1.306 -0.738 -0.416 0.815 0.189 -0.28
N -1.898 2.328 -0.477 0.507 -0.997 -0.228 0.17
H 1.810 1.061 -0.783 -0.040 -0.053 0.103 0.08
H 2.125 0.017 0.603 -0.177 0.004 -0.047 0.08
H 0.894 1.297 0.711 -0.004 -0.141 -0.087 0.08
H 0.765 -1.241 -1.046 -0.129 0.137 0.061 0.12
H -0.738 -0.418 1.477 0.065 -0.074 -0.174 0.09
H -0.113 -2.026 0.978 0.014 0.188 -0.089 0.09
H -1.591 -1.400 0.270 0.102 0.028 0.051 0.08
```
Forces are in eV/Å.

Computed properties:
Relative energy (zero: lowest compared OMol25 entry of this formula, charge and spin) in kJ/mol: 361.85
Calculated total energy in hartree: -249.33542

=====

8.
Computed, not measured: a structure of composition C5H7N, with ωB97M-V/def2-TZVPD.

XYZ file:
```
13
Properties=species:S:1:pos:R:3:forces:R:3:lowdin_charge:R:1
C -1.149 0.529 1.364 -0.037 0.012 0.055 -0.05
C -0.303 0.013 0.238 0.173 0.070 -0.067 -0.31
C 0.681 0.734 -0.412 -0.402 0.069 0.036 -0.10
N 1.229 -0.258 -1.397 0.152 0.002 -0.236 -0.09
C 0.568 -1.506 -1.362 -0.102 0.415 0.328 -0.10
C -0.357 -1.279 -0.334 -0.026 -0.167 -0.014 -0.14
H -1.346 -0.261 2.095 0.038 0.111 -0.113 0.08
H -0.676 1.368 1.883 -0.064 -0.126 -0.097 0.08
H -2.119 0.872 0.985 0.135 -0.056 0.039 0.08
H 0.901 1.789 -0.500 -0.019 -0.187 0.011 0.12
H 1.786 0.044 -2.188 -0.088 -0.064 0.153 0.14
H 1.825 0.001 -0.397 0.126 -0.202 -0.021 0.19
H -1.040 -2.044 0.026 0.113 0.123 -0.074 0.08
```
Forces are in eV/Å.

Computed properties:
Relative energy (zero: lowest compared OMol25 entry of this formula, charge and spin) in kJ/mol: 441.97
Calculated total energy in hartree: -249.30490

=====

The following gap between HOMO and LUMO values (in eV) correspond, in order, to the records above: 9.44, 7.39, 7.56, 7.60, 7.73, 9.05, 7.86, 8.67.